--- i ---
A 2-piece molecular cluster, CH8N2O2 overall. Source: the Open Molecules 2025 dataset; level of theory: ωB97M-V/def2-TZVPD.

Geometry as XYZ:
```
13
Properties=species:S:1:pos:R:3
C -1.567 -0.082 0.456
N -0.128 0.099 0.337
N 0.637 -1.099 0.402
H -1.856 -0.574 1.395
H -2.049 0.890 0.385
H -1.915 -0.699 -0.374
H 0.225 0.753 1.041
H 0.463 -1.626 -0.451
H 0.370 -1.679 1.202
O 2.179 1.218 -0.806
O 1.259 1.089 -1.882
H 1.965 0.382 -0.254
H 0.417 1.328 -1.451
```

Summary:
Gap between HOMO and LUMO   0.3806 Ha
Total charge   0
Structure (SMILES)   CNN.OO
LUMO level   0.77 eV

--- ii ---
A 3-piece molecular cluster, CH8N2O2 overall. Source: the Open Molecules 2025 dataset; level of theory: ωB97M-V/def2-TZVPD.

Geometry as XYZ:
```
13
Properties=species:S:1:pos:R:3
C -1.243 1.137 -0.283
N -1.315 -1.124 0.341
O -0.998 0.628 0.928
H -0.318 -1.341 0.194
H -1.674 -1.913 0.901
H -1.673 0.100 -0.766
H -0.355 1.376 -0.880
H -2.047 1.882 -0.295
N 1.750 -0.431 0.374
O 2.177 0.301 -0.798
H 1.930 -0.281 -1.525
H 2.598 -0.564 0.919
H 1.168 0.229 0.889
```

Summary:
Gap between HOMO and LUMO   0.3444 Ha
Total charge   0
LUMO level   -0.56 eV

Least stable: ii

--- i ---
An isolated ion of composition H4N5 and charge +1. Source: the Open Molecules 2025 dataset; level of theory: ωB97M-V/def2-TZVPD.

Geometry as XYZ:
```
9
Properties=species:S:1:pos:R:3
H -3.093 -0.547 -0.732
N -2.442 -0.510 0.051
N -1.432 0.095 -0.027
N -0.486 0.701 -0.061
N 0.858 0.681 -0.065
N 1.614 -0.403 0.068
H 1.178 1.565 0.557
H 2.336 -0.601 -0.660
H 1.468 -0.981 0.868
```

Summary:
Gap between HOMO and LUMO   0.3508 Ha
Total charge   +1
Structure (SMILES)   [H]/N=N/N=[NH+]\N
LUMO level   -5.41 eV

--- ii ---
A 2-piece molecular cluster, H4N5 overall. Source: the Open Molecules 2025 dataset; level of theory: ωB97M-V/def2-TZVPD.

Geometry as XYZ:
```
9
Properties=species:S:1:pos:R:3
N 3.867 0.109 -0.300
N 1.654 -0.190 0.048
N 2.775 -0.207 -0.016
N -2.142 0.051 0.146
N -1.332 -0.750 -0.264
H 4.596 0.282 0.399
H -2.788 -0.233 0.840
H -2.103 1.032 -0.163
H -0.630 -0.465 -0.881
```

Summary:
Gap between HOMO and LUMO   0.2373 Ha
Total charge   +1
LUMO level   -7.02 eV

--- iii ---
An isolated ion of composition H4N5 and charge +1. Source: the Open Molecules 2025 dataset; level of theory: ωB97M-V/def2-TZVPD.

Geometry as XYZ:
```
9
Properties=species:S:1:pos:R:3
H 2.895 -0.914 -2.374
N 1.990 -1.039 -1.932
N 1.441 -0.760 -0.973
N 0.461 -0.587 -0.449
N -0.139 -0.530 0.780
N -1.029 0.453 0.943
H -0.610 -1.475 1.002
H -0.760 1.242 1.455
H -1.769 0.607 0.220
```

Summary:
Gap between HOMO and LUMO   0.3341 Ha
Total charge   +1
Structure (SMILES)   [H]/N=N/N=[NH+]/N
LUMO level   -6.08 eV

Least stable: iii

--- i ---
C20H30N2O5S as an isolated structure. Source: the Open Molecules 2025 dataset; level of theory: ωB97M-V/def2-TZVPD.

Geometry as XYZ:
```
58
Properties=species:S:1:pos:R:3
C -3.406 -1.911 5.156
C -2.168 -1.030 5.043
C -2.386 0.067 4.079
C -0.988 0.850 3.779
H -0.220 0.317 3.259
H -0.565 1.122 4.685
C -0.874 1.948 2.772
C 0.028 2.952 2.979
N 1.288 2.258 2.622
S 2.370 2.938 1.507
O 3.593 2.554 1.980
O 1.746 4.116 1.027
C 2.088 1.942 0.043
C 2.263 0.344 0.407
C 1.958 -0.436 -0.741
C 1.678 -0.106 -1.901
C 1.480 1.443 -2.090
C 1.682 2.216 -1.081
H 1.299 3.328 -1.072
C 0.880 1.485 -3.416
H 1.401 2.303 -4.083
H -0.118 1.819 -3.423
C 0.781 0.083 -4.026
N 1.337 -0.889 -2.998
C 0.989 -2.076 -3.200
O 1.583 -2.787 -2.190
C 0.997 -2.484 -4.607
H -0.302 -2.429 -4.635
H 1.583 -2.198 -5.348
C 1.115 -4.116 -4.580
H 0.726 -4.595 -3.601
C -0.009 -4.673 -5.683
O -0.905 -4.208 -6.018
O 0.458 -5.921 -5.964
H -0.210 -6.367 -6.546
H 1.946 -4.544 -4.759
H 1.371 0.230 -4.978
H 0.006 -0.235 -4.335
H 2.202 -1.606 -0.526
H 2.670 -0.117 1.288
H 2.080 1.908 3.560
H 0.203 3.548 2.410
H 0.212 3.214 3.991
C -1.111 1.626 1.278
C -1.594 2.678 0.329
H -2.370 3.419 0.830
H -0.570 3.529 0.430
H -1.551 2.517 -0.526
H -0.448 1.081 1.077
H -2.043 0.719 1.223
H -2.041 2.593 3.134
H -3.144 0.720 4.283
H -2.743 -0.269 3.101
H -1.253 -1.765 4.645
H -1.733 -0.675 6.008
H -4.166 -1.384 5.589
H -3.787 -2.263 4.056
H -3.310 -2.784 5.756
```

Summary:
Gap between HOMO and LUMO   0.2845 Ha
Total charge   0
LUMO level   -0.25 eV

--- ii ---
The molecule C20H30N2O5S. Source: the Open Molecules 2025 dataset; level of theory: ωB97M-V/def2-TZVPD.

Geometry as XYZ:
```
58
Properties=species:S:1:pos:R:3
C -7.702 -0.729 3.186
S -6.195 -0.873 2.205
C -5.670 0.869 2.176
C -5.196 1.351 3.548
C -4.652 1.098 1.054
O -4.465 2.470 0.818
C -3.305 0.445 1.378
O -2.444 1.057 1.990
N -3.154 -0.828 0.973
C -1.963 -1.607 1.205
C -1.048 -1.699 -0.019
O -1.845 -2.320 -1.013
C -0.609 -0.299 -0.469
C 0.389 0.326 0.511
N 1.527 -0.579 0.642
C 2.636 -0.512 -0.137
O 3.411 -1.450 -0.237
C 2.905 0.810 -0.852
C 4.122 0.792 -1.743
C 4.183 -0.063 -2.838
C 5.289 -0.053 -3.673
C 6.349 0.812 -3.426
C 7.538 0.788 -4.347
O 8.459 1.814 -4.025
C 6.291 1.665 -2.334
C 5.182 1.653 -1.496
C 1.163 -1.844 1.255
C 0.167 -2.567 0.338
H -8.196 -1.697 3.199
H -7.479 -0.444 4.213
H -8.382 0.002 2.748
H -6.558 1.441 1.895
H -4.791 2.364 3.513
H -6.019 1.362 4.260
H -4.417 0.700 3.945
H -5.037 0.672 0.126
H -4.296 2.891 1.669
H -3.891 -1.274 0.450
H -1.433 -1.201 2.063
H -2.273 -2.615 1.491
H -1.321 -2.405 -1.819
H -0.145 -0.351 -1.459
H -1.476 0.364 -0.542
H 0.687 1.337 0.252
H -0.072 0.431 1.496
H 2.037 1.079 -1.462
H 3.012 1.584 -0.090
H 3.370 -0.750 -3.033
H 5.323 -0.730 -4.519
H 8.018 -0.196 -4.276
H 7.185 0.909 -5.379
H 9.224 1.724 -4.597
H 7.112 2.339 -2.133
H 5.153 2.324 -0.646
H 2.049 -2.432 1.473
H 0.712 -1.618 2.225
H -0.161 -3.481 0.842
H 0.699 -2.859 -0.571
```

Summary:
Gap between HOMO and LUMO   0.3390 Ha
Total charge   0
Structure (SMILES)   CS[C@@H](C)[C@@H](O)C(=O)NCC1(O)CCN(C(=O)Cc2ccc(CO)cc2)CC1
LUMO level   0.57 eV

Least stable: i

--- i ---
An isolated ion of composition C8H12N3 and charge +1. Source: the Open Molecules 2025 dataset; level of theory: ωB97M-V/def2-TZVPD.

Geometry as XYZ:
```
23
Properties=species:S:1:pos:R:3
C 1.880 -2.214 0.094
N 0.655 -1.455 0.014
C 0.557 -0.224 0.030
C -1.059 0.744 0.000
C -2.201 0.121 -0.017
C -2.930 -1.146 -0.038
C -3.671 0.166 0.013
C -0.535 2.073 0.021
C 0.802 2.119 0.072
N 1.417 0.850 0.121
N 2.845 0.750 -0.132
H 1.592 -3.259 0.196
H 2.480 -1.948 0.973
H 2.477 -2.130 -0.824
H -2.934 -1.712 -0.958
H -2.889 -1.762 0.849
H -4.148 0.468 0.933
H -4.183 0.510 -0.874
H -1.167 2.941 -0.015
H 1.434 2.987 0.109
H 3.389 1.229 0.610
H 3.116 1.158 -1.049
H 3.075 -0.266 -0.129
```

Summary:
Gap between HOMO and LUMO   0.2928 Ha
Total charge   +1
Structure (SMILES)   C/N=C1/C(=C2CC2)C=CN1[NH3+]
LUMO level   -3.83 eV

--- ii ---
An isolated ion of composition C8H12N3 and charge +1. Source: the Open Molecules 2025 dataset; level of theory: ωB97M-V/def2-TZVPD.

Geometry as XYZ:
```
23
Properties=species:S:1:pos:R:3
C -3.474 -1.519 -0.346
C -2.735 -0.223 -0.371
C -1.426 0.111 -0.238
C -1.101 1.467 -0.263
N -0.826 2.594 -0.289
N -0.194 -0.911 -0.190
C -0.249 -2.215 0.450
C 0.895 -0.195 -0.103
C 1.952 0.302 -0.409
N 3.156 1.076 -0.316
C 3.018 2.413 0.507
H -2.830 -2.316 -0.354
H -4.044 -1.632 0.512
H -4.257 -1.554 -1.082
H -3.445 0.617 -0.377
H -1.173 -2.705 0.258
H 0.653 -2.680 0.212
H -0.257 -2.054 1.667
H 3.325 1.257 -1.429
H 3.934 0.460 0.007
H 2.377 3.142 -0.004
H 2.635 1.950 1.446
H 4.066 2.614 0.712
```

Summary:
Gap between HOMO and LUMO   0.3180 Ha
Total charge   +1
Structure (SMILES)   C/C=C(/C#N)N(C)C#C[NH2+]C
LUMO level   -3.57 eV

Least stable: ii